No. 1
This record from the Open Molecules 2025 dataset describes a structure of composition C46H46GeInN9O2. The level of theory is ωB97M-V/def2-TZVPD.

Geometry as XYZ:
```
105
Properties=species:S:1:pos:R:3:forces:R:3:mulliken_charge:R:1
In 0.62666 1.02971 -0.92784 0.0934 -0.4301 -0.1962 1.30
C 4.81732 -5.21932 -2.24701 0.0066 0.0034 -0.0189 -1.56
C 3.83959 -4.07396 -2.32443 -0.0212 -0.0588 -0.0377 0.29
C 2.68397 -4.13002 -3.10001 -0.0190 0.0136 0.0006 -1.32
C 1.81085 -3.06658 -3.17229 0.0168 0.0935 0.1103 -1.11
C 1.98417 -1.85155 -2.44408 0.0112 0.1181 -0.2366 1.04
N 1.15060 -0.79789 -2.54664 -0.3922 0.1570 0.2779 0.45
C -0.11284 -0.96115 -3.10930 0.1357 -0.0815 -0.4805 -0.59
C -1.03017 -1.92602 -2.65085 0.0960 0.1039 0.0902 0.46
C -2.30687 -2.03922 -3.16065 -0.0289 0.0017 0.0007 -1.14
C -2.76169 -1.18111 -4.16010 0.0329 -0.1088 -0.0226 0.51
C -4.17600 -1.24876 -4.67771 -0.0100 0.0229 0.0542 -1.66
C -1.87978 -0.22461 -4.62950 -0.0152 0.1496 0.0482 -0.05
C -0.57707 -0.11399 -4.14189 0.2166 0.0358 -0.0743 -0.15
N 0.27145 0.84753 -4.81047 0.0519 -0.0880 0.1161 0.71
C 0.14079 1.23315 -6.10865 0.0261 -0.1019 0.0568 -0.23
C 1.10800 2.17352 -6.36046 0.0095 0.0251 0.0721 -1.12
C 1.79084 2.29931 -5.13264 -0.0169 -0.0582 0.0527 -0.40
N 1.28529 1.50091 -4.20846 -0.1574 -0.0743 -0.1368 -0.31
C 3.19449 -1.80750 -1.68689 0.0660 0.1489 0.0343 0.68
C 4.07113 -2.88430 -1.65377 0.0145 0.0326 0.0263 -0.50
N 3.58001 -0.64592 -0.93230 -0.1476 -0.0800 0.0279 0.52
C 4.53981 -0.59375 0.02234 -0.0779 -0.0474 -0.0676 0.02
C 4.74456 0.72442 0.34909 0.0021 0.0759 -0.0790 -1.42
C 3.83052 1.42362 -0.44970 0.1259 -0.0395 -0.0841 -0.34
N 3.12958 0.59732 -1.22197 0.0963 0.3605 0.3723 -0.51
H 4.39033 -6.11849 -2.69741 0.0115 0.0250 0.0116 0.36
H 5.07650 -5.46382 -1.21207 -0.0186 0.0136 -0.0374 0.32
H 5.75508 -5.00415 -2.77336 -0.0469 0.0011 0.0197 0.30
H 2.46935 -5.02788 -3.67515 -0.0092 0.0350 0.0217 0.26
H 0.94107 -3.14395 -3.80788 -0.0616 -0.0282 -0.0043 0.28
H -0.71519 -2.56415 -1.83174 0.0047 0.0008 -0.0709 0.46
H -2.98044 -2.77914 -2.73713 0.0449 0.0209 -0.0190 0.28
H -4.63118 -2.21149 -4.43657 0.0153 0.0229 -0.0027 0.40
H -4.21397 -1.12096 -5.76290 0.0096 0.0095 0.0227 0.36
H -4.80175 -0.46890 -4.23000 0.0461 -0.0444 -0.0076 0.27
H -2.22759 0.48568 -5.37356 0.0450 -0.0263 0.0288 0.52
H -0.60155 0.79889 -6.75539 0.0317 -0.0284 0.0355 0.49
H 1.28965 2.68721 -7.29034 0.0098 -0.0238 0.0308 0.38
H 2.62798 2.93465 -4.87730 -0.0864 -0.0577 -0.0246 0.44
H 4.99379 -2.79131 -1.09220 -0.0245 0.0111 -0.0298 0.40
H 4.99017 -1.48628 0.41850 -0.0179 0.0275 -0.0192 0.39
H 5.41977 1.11552 1.09393 -0.0860 -0.0279 -0.0470 0.41
H 3.59809 2.47810 -0.46150 0.0164 -0.1421 0.0011 0.66
C -3.17834 -1.98116 4.07387 0.0055 -0.0802 -0.0033 -0.34
O -2.64777 -1.69189 5.36188 -0.2542 -0.1999 -0.0720 -0.51
C -2.11540 -0.45833 5.51653 0.1097 0.0723 -0.0032 0.99
C -2.12508 0.52264 4.53167 0.0545 0.2192 -0.1198 -0.10
C -1.51716 1.74874 4.77711 0.0531 0.0017 -0.1181 -0.21
C -0.88276 2.00327 5.98675 0.2606 0.0486 0.1112 -0.54
C -0.92997 1.02972 6.97901 0.0456 -0.0826 0.0782 0.01
C -1.52584 -0.19584 6.74822 0.1087 0.1076 0.1229 -0.80
N -0.27524 3.25828 6.35437 -0.2321 -0.0309 -0.4580 -0.68
N 0.38761 3.94934 5.54598 0.3493 -0.2468 0.3153 -0.55
C 0.85349 3.53477 4.27552 -0.1597 0.1214 -0.1405 0.08
C 0.81786 4.55290 3.33701 -0.1044 0.0457 0.1053 -0.16
C 1.02749 4.35359 1.98332 0.1058 -0.1488 -0.0465 -0.91
C 1.31679 3.07622 1.46916 -0.1214 0.0879 0.0735 0.75
O 1.43137 2.88044 0.21467 0.0401 -0.3265 0.2582 -0.82
C 1.50641 2.00466 2.46358 0.0408 0.1209 -0.3069 -0.16
N 1.88891 0.80296 1.97677 0.0171 -0.0353 0.0451 0.60
C 2.15320 -0.16959 2.81635 -0.0917 0.2106 -0.0449 -0.20
C 2.12861 0.01012 4.21041 0.0449 -0.1101 -0.0336 -1.33
C 1.73184 1.21367 4.71648 -0.1797 0.0917 0.0218 -0.79
C 1.33247 2.25191 3.84466 -0.0603 -0.0396 0.1705 0.63
H -3.57691 -2.99136 4.13026 0.0296 -0.0136 0.0006 0.26
H -2.40667 -1.93918 3.30326 -0.0344 -0.0087 0.0460 -0.06
H -3.98475 -1.28748 3.81276 0.0001 -0.0388 0.0429 0.34
H -2.55153 0.33759 3.55161 0.0642 0.0638 0.1279 0.27
H -1.50997 2.49189 3.99020 -0.0070 -0.0024 -0.0305 0.40
H -0.46246 1.24442 7.93354 -0.0214 0.0001 -0.0002 0.39
H -1.52810 -0.97342 7.50313 -0.0206 0.0297 -0.0184 0.39
H 0.53187 5.53296 3.70390 -0.0002 0.0238 -0.0190 0.35
H 0.91990 5.16450 1.27506 0.0127 0.0272 -0.0061 0.41
H 2.40291 -1.13215 2.38869 0.0277 -0.0613 -0.0563 0.44
H 2.42347 -0.80045 4.86658 -0.0266 0.0115 -0.0218 0.39
H 1.72674 1.37556 5.78448 -0.0973 0.0402 0.0855 0.51
C -2.32925 2.71710 0.91182 0.1028 -0.0195 0.1571 -1.17
Ge -2.38934 2.48291 -1.03047 -0.0713 0.1790 -0.0417 0.79
C -3.49507 0.95630 -1.53570 -0.0423 -0.1885 -0.0426 -0.62
C -3.41214 4.05855 -1.68767 -0.1130 0.1357 -0.0160 -1.54
C -0.64192 2.53349 -1.85792 0.2530 0.0682 -0.2502 -1.17
H -3.34248 2.68866 1.32761 0.0600 0.0058 -0.0131 0.49
H -1.86733 3.67622 1.17287 -0.0444 -0.1009 -0.0167 0.33
H -1.73830 1.89695 1.33285 -0.0727 0.0731 -0.0363 0.05
H -4.40324 0.93734 -0.92339 0.0425 -0.0100 -0.0428 0.51
H -2.92940 0.03549 -1.37022 -0.0734 0.1144 0.0032 -0.20
H -3.78381 1.02699 -2.59053 0.0231 -0.0010 0.1093 0.14
H -4.41745 4.08136 -1.24880 0.0810 0.0184 -0.0521 0.36
H -3.51225 4.02492 -2.77830 0.0097 0.0065 0.0854 0.35
H -2.89846 4.98845 -1.41900 -0.0497 -0.0793 -0.0333 0.36
H -0.18033 3.49799 -1.62328 -0.0270 -0.0481 -0.0828 0.57
H -0.71696 2.44558 -2.94474 -0.0950 0.0134 0.1212 0.34
N -0.73120 -0.07408 0.10674 0.0349 -0.5315 0.4545 -0.60
C -0.66639 -1.34057 0.48453 -0.0515 0.2368 -0.1253 0.16
C -1.87404 -2.04734 0.87187 0.1554 -0.0505 -0.1075 -1.28
C -1.88846 -3.39567 1.17367 0.1419 -0.0048 -0.0891 -0.11
C -0.72263 -4.17773 1.16691 -0.0839 0.1653 -0.0259 -1.01
C 0.47197 -3.52918 0.82904 -0.0564 0.1195 -0.0516 -0.68
C 0.50938 -2.18454 0.50746 -0.0912 0.0016 0.0841 0.65
H -2.80086 -1.47589 0.85810 0.0610 -0.0303 0.0050 0.44
H -2.84051 -3.86552 1.41675 0.0104 0.0031 0.0167 0.46
H -0.74707 -5.23624 1.40023 -0.0068 0.0432 0.0001 0.33
H 1.40006 -4.09821 0.79641 -0.0315 0.0327 -0.0124 0.37
H 1.44917 -1.72610 0.21463 -0.0236 -0.0131 0.0816 0.10
```
Forces are in eV/Å.

Summary:
Orbital gap: 0.180 Ha
LUMO: 4.295 eV
Molecular weight: 944.36 g/mol
Spin multiplicity: 1
Total charge: -2

---

No. 2
This record from the Open Molecules 2025 dataset describes the molecule C4H10NOPS. The level of theory is ωB97M-V/def2-TZVPD.

Geometry as XYZ:
```
18
Properties=species:S:1:pos:R:3:forces:R:3:mulliken_charge:R:1
C 1.95033 0.58959 -1.91379 2.2627 0.7288 -3.1711 -1.16
C 0.61126 0.54991 -1.32122 0.9110 -3.0598 1.3105 -0.33
P 0.40605 -0.87608 -0.09550 1.1677 1.6003 1.9479 0.52
S 1.46403 -2.50060 -0.36223 -0.5482 1.3230 0.4667 -0.36
N 0.21753 0.11242 1.73287 1.8772 -1.5974 -2.5565 -0.58
C -1.16876 0.41341 1.80121 -1.7808 -1.2473 -0.3430 -0.42
C -2.00390 -0.60998 0.92365 -1.4885 0.7936 -0.2154 -0.35
O -1.13801 -1.02140 -0.19609 -3.1250 -0.3181 1.1399 -0.34
H 2.18247 1.64275 -2.29323 -0.2486 -1.4122 0.2855 0.30
H 2.74127 0.32995 -1.26192 0.7316 0.0442 1.2562 0.37
H 2.20298 -0.15515 -2.76221 -1.1213 1.2032 1.0511 0.30
H -0.12475 0.32647 -2.03321 -1.2937 0.0129 -0.9315 0.34
H 0.41468 1.39089 -0.74937 -0.6662 1.7597 0.9687 0.31
H 0.67030 -0.43591 2.47182 -0.7014 0.0870 -0.3994 0.28
H -1.35663 1.34931 1.25097 0.1159 0.1521 0.7986 0.26
H -1.66719 0.37393 2.82335 0.9651 0.4447 -1.0884 0.33
H -2.49447 -1.47313 1.48439 1.2921 0.6783 -0.8543 0.29
H -2.90716 -0.00639 0.50051 1.6503 -1.1930 0.3346 0.24
```
Forces are in eV/Å.

Summary:
Orbital gap: 0.353 Ha
LUMO: 0.761 eV
Molecular weight: 151.17 g/mol
Spin multiplicity: 1
ΔE to the lowest compared entry with this formula, charge and spin: 24.97 kcal per mole
SMILES string: CC[P@@]1(=S)NCCO1

---

No. 3
This record from the Open Molecules 2025 dataset describes a cluster of 2 separate species, C3H12N2O in total. The level of theory is ωB97M-V/def2-TZVPD.

Geometry as XYZ:
```
18
Properties=species:S:1:pos:R:3:forces:R:3:mulliken_charge:R:1
N 0.49345 1.94324 0.95720 -0.9467 -0.1441 0.4314 -0.51
C -0.06972 1.42497 -0.28446 -0.5244 -0.0911 -0.1456 -0.76
C 0.53468 0.07193 -0.64175 1.0622 0.4807 -0.4345 -0.49
C -0.31893 -0.90832 -1.45181 0.2143 0.1422 0.6075 -0.43
N 0.08585 -2.28966 -1.20879 -0.2609 0.2377 -0.8402 -0.56
H 1.40575 2.35286 0.92659 0.2585 0.2270 -0.2408 0.18
H -0.17233 2.54776 1.43349 0.5319 0.0557 -0.2270 0.21
H -1.14651 1.35084 -0.09576 0.0341 -0.3340 0.0094 0.43
H -0.01952 2.07573 -1.17085 0.2654 0.2140 0.2660 0.33
H 0.92778 -0.40077 0.25681 -0.5043 -0.1527 0.2864 0.33
H 1.46328 0.30046 -1.19285 -0.1380 -0.1784 -0.0931 0.31
H -1.35344 -0.71890 -1.16915 -0.1957 -0.4406 -0.0214 0.33
H -0.23921 -0.71682 -2.51788 -0.0207 0.2432 -0.1824 0.22
H -0.49482 -2.80132 -0.56673 0.3541 0.0973 0.3031 0.23
H 1.08238 -2.32685 -1.04713 -0.2583 -0.4254 0.3403 0.22
O -1.07078 -0.68977 2.69910 -0.6638 0.2094 -0.0243 -0.68
H -0.75088 0.09820 2.23451 0.4863 -0.4375 0.1686 0.33
H -0.35703 -1.31358 2.83946 0.3060 0.2966 -0.2034 0.31
```
Forces are in eV/Å.

Summary:
Orbital gap: 0.361 Ha
LUMO: 0.969 eV
Molecular weight: 92.14 g/mol
Spin multiplicity: 1
ΔE to the lowest compared entry with this formula, charge and spin: 10.68 kcal per mole
SMILES string: NCCCN.O